[1]
{"formula": "C5H9N4", "method": "ωB97M-V/def2-TZVPD", "relative_energy_ev": 5.390, "homo_lumo_gap_ev": [7.6, 8.1], "e_lumo_ha": [-0.1941, -0.1700], "homo_ev": [-12.85, -12.70], "charge": 1, "elements": ["N", "N", "N", "N", "C", "C", "C", "C", "C", "H", "H", "H", "H", "H", "H", "H", "H", "H"], "positions_angstrom": [[0.60, 1.51, -0.30], [2.41, 0.19, -0.51], [-3.22, -0.51, -0.17], [-2.17, 1.48, 0.50], [1.65, -1.95, 0.41], [0.40, 0.28, -0.03], [-2.24, 0.30, -0.03], [1.41, -0.61, -0.13], [1.91, 1.51, -0.61], [-3.00, 1.97, 0.67], [3.38, 0.11, -0.51], [2.29, 2.40, -0.89], [-1.10, 1.99, 0.39], [2.64, -2.29, 0.64], [-3.17, -1.37, -0.66], [-4.14, -0.24, 0.03], [1.18, -2.72, -0.11], [1.19, -2.04, 1.31]]}

[2]
{"formula": "C29H69O22P4", "method": "ωB97M-V/def2-TZVPD", "homo_lumo_gap_ev": 6.1, "e_lumo_ha": 0.0863, "homo_ev": -3.74, "charge": -1, "elements": ["P", "P", "P", "P", "O", "O", "O", "O", "O", "O", "O", "O", "O", "O", "O", "O", "O", "O", "O", "O", "O", "O", "O", "O", "O", "O", "C", "C", "C", "C", "C", "C", "C", "C", "C", "C", "C", "C", "C", "C", "C", "C", "C", "C", "C", "C", "C", "C", "C", "C", "C", "C", "C", "C", "C", "H", "H", "H", "H", "H", "H", "H", "H", "H", "H", "H", "H", "H", "H", "H", "H", "H", "H", "H", "H", "H", "H", "H", "H", "H", "H", "H", "H", "H", "H", "H", "H", "H", "H", "H", "H", "H", "H", "H", "H", "H", "H", "H", "H", "H", "H", "H", "H", "H", "H", "H", "H", "H", "H", "H", "H", "H", "H", "H", "H", "H", "H", "H", "H", "H", "H", "H", "H", "H"], "positions_angstrom": [[-30.09, 1.76, 20.92], [-30.97, -6.50, 16.63], [-25.35, -2.13, 21.33], [-33.01, -3.37, 23.73], [-33.06, -4.92, 23.30], [-25.75, -2.01, 22.76], [-24.18, -3.27, 21.12], [-30.89, -4.32, 19.65], [-31.66, -5.42, 15.63], [-29.07, 1.92, 19.68], [-32.76, -3.26, 19.28], [-30.88, 0.56, 16.49], [-33.95, -3.33, 25.08], [-31.43, -3.18, 24.32], [-32.63, 1.46, 15.90], [-26.51, -2.58, 20.25], [-29.55, -5.83, 17.02], [-31.08, -2.07, 19.81], [-33.38, -2.43, 22.64], [-30.66, -7.68, 15.58], [-32.74, 0.05, 17.65], [-31.44, 1.21, 20.55], [-29.32, 0.82, 21.98], [-31.78, -6.87, 17.84], [-24.62, -0.82, 20.75], [-30.05, 3.19, 21.60], [-33.95, 1.82, 15.77], [-28.79, -8.26, 14.29], [-28.29, -3.46, 21.37], [-32.47, -6.96, 21.99], [-30.74, -4.22, 24.91], [-23.98, 0.01, 21.67], [-30.09, 0.03, 22.93], [-32.56, -5.38, 22.06], [-27.73, 2.43, 19.90], [-34.48, -2.10, 25.66], [-29.20, -0.65, 23.93], [-30.77, 3.36, 22.77], [-30.03, -0.33, 17.06], [-33.22, -3.83, 16.18], [-28.89, -6.31, 18.15], [-27.89, -7.40, 17.76], [-31.53, -3.18, 19.51], [-30.09, -7.48, 14.31], [-31.74, -4.08, 15.94], [-23.24, -3.72, 22.17], [-24.93, 1.01, 22.30], [-30.96, 4.87, 22.83], [-26.88, 1.48, 19.00], [-34.75, 0.87, 14.82], [-33.33, -1.43, 26.45], [-32.17, 0.62, 16.77], [-31.14, -4.27, 26.42], [-27.85, -2.28, 20.51], [-21.89, -2.99, 21.83], [-28.22, -8.02, 13.39], [-34.64, -0.19, 15.07], [-27.50, -7.82, 18.69], [-28.19, -7.91, 15.13], [-33.26, -1.94, 27.40], [-33.62, -4.48, 16.96], [-31.68, 5.11, 22.04], [-28.60, 0.10, 24.45], [-33.19, -5.08, 21.22], [-30.91, -7.92, 13.74], [-33.39, -2.79, 16.44], [-27.11, -7.09, 17.07], [-23.07, -4.79, 22.10], [-32.27, -7.40, 21.02], [-21.97, -1.95, 22.13], [-29.34, -3.36, 21.64], [-26.73, 0.51, 19.48], [-30.43, -1.33, 17.26], [-27.99, -1.27, 20.90], [-28.41, -2.42, 19.59], [-31.72, -4.78, 19.48], [-23.52, -0.63, 22.42], [-28.45, -1.32, 23.48], [-28.98, -9.33, 14.42], [-29.65, 0.11, 17.98], [-29.66, -4.12, 24.85], [-32.19, -4.55, 26.48], [-35.31, -2.46, 26.27], [-32.41, -1.42, 25.86], [-31.29, -3.55, 15.10], [-29.11, -0.47, 16.50], [-29.73, -1.15, 24.74], [-21.61, -3.11, 20.78], [-33.53, -0.37, 26.62], [-29.58, -6.74, 18.88], [-30.61, -0.77, 22.40], [-25.73, 0.48, 22.83], [-31.72, -7.46, 22.61], [-31.49, 5.20, 23.73], [-30.85, 0.58, 23.50], [-21.06, -3.46, 22.36], [-34.47, 0.95, 13.77], [-33.85, -3.91, 15.29], [-34.41, 1.93, 16.76], [-25.87, 1.85, 18.87], [-27.37, 2.37, 20.92], [-35.80, 1.13, 14.87], [-33.91, 2.77, 15.23], [-27.63, 3.44, 19.50], [-25.38, 1.78, 21.68], [-30.25, 2.88, 23.59], [-28.35, -5.50, 18.63], [-33.38, -7.43, 22.35], [-30.95, -3.29, 26.86], [-28.36, -8.27, 17.31], [-30.96, -5.15, 24.38], [-30.05, -6.41, 14.13], [-31.55, -5.00, 21.93], [-28.12, -4.39, 20.83], [-23.17, 0.55, 21.17], [-30.54, -5.07, 26.88], [-30.09, 5.49, 22.62], [-31.12, -3.76, 16.78], [-34.84, -1.51, 24.82], [-31.73, 2.86, 22.75], [-24.33, 1.52, 23.05], [-27.86, -3.49, 22.37], [-23.53, -3.56, 23.21], [-27.47, 1.25, 18.11]]}

[3]
{"formula": "C5H7NO", "method": "ωB97M-V/def2-TZVPD", "relative_energy_ev": 3.903, "homo_lumo_gap_ev": 10.5, "e_lumo_ha": 0.0244, "homo_ev": -9.82, "smiles": "[H]/N=C\\C(=C)[C@@H]1CO1", "charge": 0, "elements": ["O", "N", "C", "C", "C", "C", "C", "H", "H", "H", "H", "H", "H", "H"], "positions_angstrom": [[0.75, 1.72, 1.15], [-1.83, -1.15, -0.70], [0.04, 0.32, 0.86], [0.59, -0.51, -0.19], [1.70, -0.58, -0.88], [-0.67, -1.43, -0.28], [-0.49, 1.71, 0.59], [2.51, 0.10, -0.63], [-0.38, -2.48, -0.36], [-1.33, 2.02, 1.22], [-0.56, 1.97, -0.47], [-0.14, -0.12, 1.84], [1.90, -1.40, -1.55], [-2.09, -0.17, -0.61]]}

[4]
{"formula": "C4H11N2Se", "method": "ωB97M-V/def2-TZVPD", "relative_energy_ev": 2.181, "homo_lumo_gap_ev": 8.7, "e_lumo_ha": -0.1312, "homo_ev": -12.24, "charge": 1, "elements": ["Se", "N", "N", "C", "C", "C", "C", "H", "H", "H", "H", "H", "H", "H", "H", "H", "H", "H"], "positions_angstrom": [[2.16, -0.02, 1.15], [-1.28, -1.48, 0.75], [-0.58, 0.58, -1.95], [0.55, 0.57, 1.83], [1.46, 0.55, -0.70], [0.13, -0.17, -0.92], [-0.77, -0.17, 0.32], [0.37, 1.65, 1.59], [-1.54, -1.37, 1.77], [-2.14, -1.78, 0.15], [2.20, 0.52, -1.53], [-0.02, 0.51, -2.82], [1.30, 1.60, -0.47], [-0.53, -2.18, 0.60], [0.23, 0.39, 2.80], [0.56, -1.26, -1.03], [-0.60, 1.61, -1.70], [-1.53, 0.46, 0.15]]}